A cluster of 13 separate species, C54H129Br12N7 in total in a non-equilibrium geometry, computed with ωB97M-V/def2-TZVPD.

Bonds (Å) are listed after each position.
Atoms and positions in Å:
1 Br 1.63244 4.16165 -0.59416  C2 1.940
2 C 2.79057 5.65985 -0.17162  Br1 1.940, C3 1.518, H5 1.105, H6 1.100
3 C 4.16196 5.56004 -0.81491  C2 1.518, Br4 1.901, H7 1.084, H8 1.077
4 Br 5.14183 7.18213 -0.66557  C3 1.901
5 H 2.80044 5.69101 0.93316  C2 1.105
6 H 2.33832 6.57130 -0.59082  C2 1.100
7 H 4.01680 5.39084 -1.87550  C3 1.084
8 H 4.77365 4.80411 -0.35209  C3 1.077
9 Br -7.79266 -1.63395 -3.54584  C10 2.002
10 C -5.80930 -1.90615 -3.56375  Br9 2.002, C11 1.519, H13 1.072, H14 1.081
11 C -5.02104 -0.65493 -3.21685  C10 1.519, Br12 1.966, H15 1.092, H16 1.068
12 Br -3.10078 -1.05858 -3.33114  C11 1.966
13 H -5.57354 -2.16938 -4.57538  C10 1.072
14 H -5.65353 -2.76802 -2.93036  C10 1.081
15 H -5.23553 -0.31274 -2.20200  C11 1.092
16 H -5.21037 0.15533 -3.88691  C11 1.068
17 Br 1.69519 -5.99313 3.42046  C18 1.957
18 C 0.99554 -7.36019 2.20813  Br17 1.957, C19 1.521, H21 1.063, H22 1.080
19 C -0.22543 -6.70209 1.58483  C18 1.521, Br20 1.942, H23 1.088, H24 1.099
20 Br -1.05213 -7.76504 0.18497  C19 1.942
21 H 0.89794 -8.19208 2.86326  C18 1.063
22 H 1.71469 -7.53965 1.42208  C18 1.080
23 H 0.06896 -5.77046 1.10604  C19 1.088
24 H -0.94043 -6.50552 2.39574  C19 1.099
25 Br 2.10896 -5.16297 -0.67469  C26 1.929
26 C 0.73062 -4.84656 -1.98590  Br25 1.929, C27 1.504, H29 1.087, H30 1.099
27 C 0.58559 -3.35766 -2.13744  C26 1.504, Br28 1.952, H31 1.121, H32 1.086
28 Br 2.03753 -2.41863 -3.04426  C27 1.952
29 H -0.24560 -5.15862 -1.62310  C26 1.087
30 H 0.99867 -5.37301 -2.91317  C26 1.099
31 H 0.42247 -2.77879 -1.19187  C27 1.121
32 H -0.28633 -3.23951 -2.77450  C27 1.086
33 Br 6.15068 -6.78302 1.19532  C34 1.917
34 C 4.98943 -5.37583 1.78383  Br33 1.917, C35 1.501, H37 1.092, H38 1.111
35 C 5.22346 -5.00563 3.21920  C34 1.501, Br36 1.921, H39 1.101, H40 1.071
36 Br 4.32352 -3.35906 3.62881  C35 1.921
37 H 3.95223 -5.69061 1.65289  C34 1.092
38 H 5.16483 -4.49946 1.12387  C34 1.111
39 H 6.27729 -4.82740 3.48262  C35 1.101
40 H 4.82255 -5.66896 3.95820  C35 1.071
41 Br -6.77097 -1.69982 0.13923  C42 1.938
42 C -7.40414 -1.14431 1.88447  Br41 1.938, C43 1.456, H45 1.086, H46 1.094
43 C -6.57943 -0.20247 2.62786  C42 1.456, Br44 1.969, H47 1.075, H48 1.072
44 Br -6.28445 1.39964 1.52121  C43 1.969
45 H -7.54607 -2.02835 2.49848  C42 1.086
46 H -8.42159 -0.75663 1.77963  C42 1.094
47 H -5.55771 -0.52096 2.73136  C43 1.075
48 H -7.07704 0.14372 3.51157  C43 1.072
49 C -5.20444 2.71913 -1.53221  C50 1.519, H56 1.105, H57 1.070, H58 1.106
50 C -4.80226 3.97460 -0.77703  C49 1.519, N51 1.445, H59 1.107, H60 1.102
51 N -3.62677 4.66210 -1.26005  C50 1.445, C52 1.479, C54 1.413
52 C -2.42221 3.81884 -1.09656  N51 1.479, C53 1.475, H61 1.082, H62 1.113
53 C -2.09091 3.51278 0.30783  C52 1.475, H63 1.099, H64 1.062, H65 1.112
54 C -3.78289 5.29973 -2.51111  N51 1.413, C55 1.510, H66 1.081, H67 1.118
55 C -2.75608 6.38737 -2.71932  C54 1.510, H68 1.107, H69 1.085, H70 1.080
56 H -5.35393 2.91262 -2.61026  C49 1.105
57 H -6.09708 2.24723 -1.17887  C49 1.070
58 H -4.36024 2.00735 -1.47595  C49 1.106
59 H -5.59061 4.75155 -0.76641  C50 1.107
60 H -4.73628 3.67921 0.28298  C50 1.102
61 H -2.46609 2.92929 -1.71037  C52 1.082
62 H -1.59193 4.41392 -1.53888  C52 1.113
63 H -2.89915 3.05846 0.89771  C53 1.099
64 H -1.18346 2.96759 0.39077  C53 1.062
65 H -1.93956 4.46332 0.86485  C53 1.112
66 H -4.79068 5.69183 -2.52750  C54 1.081
67 H -3.75755 4.59361 -3.37798  C54 1.118
68 H -2.80677 7.12994 -1.89967  C55 1.107
69 H -2.96965 6.84166 -3.68117  C55 1.085
70 H -1.75052 6.00454 -2.81115  C55 1.080
71 C -1.06475 0.34162 -6.53412  C72 1.535, H78 1.077, H79 1.079, H80 1.112
72 C -0.59944 1.18015 -5.33514  C71 1.535, N73 1.466, H81 1.109, H82 1.065
73 N -0.92443 2.59629 -5.52687  C72 1.466, C74 1.426, C76 1.486
74 C -2.32680 2.85376 -5.51031  N73 1.426, C75 1.565, H83 1.073, H84 1.104
75 C -2.74458 4.26466 -6.04201  C74 1.565, H85 1.093, H86 1.094, H87 1.098
76 C -0.26919 3.50602 -4.55093  N73 1.486, C77 1.571, H88 1.110, H89 1.092
77 C 1.25832 3.76546 -4.81051  C76 1.571, H90 1.107, H91 1.066, H92 1.097
78 H -0.63210 0.65255 -7.46977  C71 1.077
79 H -2.12576 0.20644 -6.67463  C71 1.079
80 H -0.67608 -0.66988 -6.28454  C71 1.112
81 H -1.09129 0.91332 -4.37740  C72 1.109
82 H 0.46330 1.13041 -5.28803  C72 1.065
83 H -2.90357 2.18258 -6.11747  C74 1.073
84 H -2.75652 2.75227 -4.49879  C74 1.104
85 H -3.80003 4.27053 -6.32444  C75 1.093
86 H -2.64802 5.03804 -5.27371  C75 1.094
87 H -2.20434 4.57825 -6.94479  C75 1.098
88 H -0.25995 3.06485 -3.53235  C76 1.110
89 H -0.80152 4.45717 -4.48348  C76 1.092
90 H 1.60857 4.34027 -3.93159  C77 1.107
91 H 1.35584 4.41192 -5.65212  C77 1.066
92 H 1.90929 2.88974 -4.92700  C77 1.097
93 C -5.76078 1.71765 6.26264  C94 1.528, H100 1.088, H101 1.110, H102 1.080
94 C -4.26831 2.01582 6.39701  C93 1.528, N95 1.430, H103 1.113, H104 1.100
95 N -3.39996 0.93083 6.06136  C94 1.430, C96 1.451, C98 1.481
96 C -2.06145 1.10867 6.59214  N95 1.451, C97 1.552, H105 1.080, H106 1.090
97 C -1.22076 -0.18200 6.40545  C96 1.552, H107 1.119, H108 1.068, H109 1.121
98 C -3.42425 0.60922 4.61543  N95 1.481, C99 1.540, H110 1.075, H111 1.110
99 C -3.14173 1.78401 3.66000  C98 1.540, H112 1.070, H113 1.076, H114 1.075
100 H -6.33616 2.55050 6.66243  C93 1.088
101 H -6.07544 0.83921 6.86433  C93 1.110
102 H -6.07776 1.58916 5.23856  C93 1.080
103 H -4.02176 2.92933 5.81107  C94 1.113
104 H -4.07532 2.33196 7.43269  C94 1.100
105 H -1.55658 1.96509 6.17104  C96 1.080
106 H -2.17673 1.26983 7.66354  C96 1.090
107 H -0.28088 0.03444 6.97379  C97 1.119
108 H -1.61514 -1.08166 6.82463  C97 1.068
109 H -0.93643 -0.42889 5.34985  C97 1.121
110 H -4.41022 0.25209 4.37779  C98 1.075
111 H -2.81696 -0.31259 4.49750  C98 1.110
112 H -3.22420 1.47682 2.63789  C99 1.070
113 H -2.17731 2.23913 3.80386  C99 1.076
114 H -3.92303 2.51614 3.75327  C99 1.075
115 C 5.17653 -1.83528 -0.41349  C116 1.540, H122 1.121, H123 1.063, H124 1.106
116 C 5.76486 -1.26093 0.88825  C115 1.540, N117 1.422, H125 1.076, H126 1.085
117 N 6.02777 0.13577 0.93918  C116 1.422, C118 1.418, C120 1.491
118 C 6.91944 0.62373 -0.05009  N117 1.418, C119 1.538, H127 1.079, H128 1.088
119 C 8.11927 -0.31975 -0.23953  C118 1.538, H129 1.077, H130 1.098, H131 1.108
120 C 4.79476 0.97337 0.92962  N117 1.491, C121 1.486, H132 1.094, H133 1.114
121 C 3.91087 0.78952 2.10978  C120 1.486, H134 1.119, H135 1.106, H136 1.095
122 H 5.00046 -2.94040 -0.35130  C115 1.121
123 H 5.80682 -1.68469 -1.25563  C115 1.063
124 H 4.19273 -1.40434 -0.67911  C115 1.106
125 H 5.17071 -1.47414 1.75986  C116 1.076
126 H 6.64831 -1.85499 1.09758  C116 1.085
127 H 7.27882 1.58936 0.27073  C118 1.079
128 H 6.38092 0.80392 -0.97846  C118 1.088
129 H 7.79215 -1.24574 -0.68206  C119 1.077
130 H 8.56720 -0.61125 0.71976  C119 1.098
131 H 8.91927 0.13241 -0.85770  C119 1.108
132 H 5.08492 2.02860 0.91898  C120 1.094
133 H 4.17540 0.77531 0.02544  C120 1.114
134 H 3.07680 1.53574 2.11906  C121 1.119
135 H 3.49336 -0.23252 2.03832  C121 1.106
136 H 4.46097 0.89474 3.05024  C121 1.095
137 C -4.69298 -6.63999 4.39616  C138 1.533, H144 1.107, H145 1.120, H146 1.050
138 C -4.24892 -5.22845 3.99732  C137 1.533, N139 1.457, H147 1.096, H148 1.134
139 N -2.81611 -5.21231 3.73205  C138 1.457, C140 1.506, C142 1.420
140 C -2.09702 -5.21477 5.05492  N139 1.506, C141 1.489, H149 1.106, H150 1.108
141 C -2.15007 -3.92304 5.79337  C140 1.489, H151 1.090, H152 1.087, H153 1.071
142 C -2.34515 -4.14393 2.92362  N139 1.420, C143 1.552, H154 1.100, H155 1.120
143 C -2.70540 -4.23125 1.41638  C142 1.552, H156 1.074, H157 1.099, H158 1.087
144 H -4.14011 -7.00226 5.28408  C137 1.107
145 H -4.52877 -7.37597 3.56775  C137 1.120
146 H -5.70790 -6.56605 4.65304  C137 1.050
147 H -4.76676 -4.86031 3.10377  C138 1.096
148 H -4.57389 -4.58996 4.87578  C138 1.134
149 H -2.48347 -6.07683 5.63009  C140 1.106
150 H -1.03885 -5.41004 4.79223  C140 1.108
151 H -1.55203 -3.99184 6.70198  C141 1.090
152 H -1.70966 -3.10997 5.22279  C141 1.087
153 H -3.11364 -3.59905 6.13135  C141 1.071
154 H -1.24864 -4.21675 2.97524  C142 1.100
155 H -2.49979 -3.12200 3.35581  C142 1.120
156 H -2.75435 -5.24380 1.06209  C143 1.074
157 H -1.92924 -3.67859 0.86885  C143 1.099
158 H -3.65103 -3.73388 1.21717  C143 1.087
159 C 0.95797 -2.64029 1.54958  C160 1.527, H166 1.094, H167 1.079, H168 1.129
160 C 0.09429 -1.41088 1.82117  C159 1.527, N161 1.511, H169 1.062, H170 1.117
161 N -0.28757 -0.77930 0.50270  C160 1.511, C162 1.461, C164 1.459
162 C 0.82043 0.02469 -0.00747  N161 1.461, C163 1.499, H171 1.110, H172 1.109
163 C 0.68189 0.59876 -1.38566  C162 1.499, H173 1.101, H174 1.106, H175 1.091
164 C -1.45240 0.08880 0.64032  N161 1.459, C165 1.547, H176 1.097, H177 1.121
165 C -2.74711 -0.66883 1.01833  C164 1.547, H178 1.112, H179 1.088, H180 1.080
166 H 0.39985 -3.54123 1.27728  C159 1.094
167 H 1.47085 -2.85726 2.47384  C159 1.079
168 H 1.76663 -2.50237 0.77342  C159 1.129
169 H -0.75883 -1.69810 2.38481  C160 1.062
170 H 0.76081 -0.77290 2.45079  C160 1.117
171 H 0.96322 0.79921 0.77444  C162 1.110
172 H 1.73645 -0.59972 0.02408  C162 1.109
173 H -0.13777 1.31993 -1.52640  C163 1.101
174 H 1.63180 1.09462 -1.65908  C163 1.106
175 H 0.51809 -0.20482 -2.10456  C163 1.091
176 H -1.58267 0.61656 -0.31234  C164 1.097
177 H -1.40026 0.81661 1.49080  C164 1.121
178 H -3.54036 0.10459 1.10924  C165 1.112
179 H -2.64624 -1.21208 1.95566  C165 1.088
180 H -3.09808 -1.40572 0.31142  C165 1.080
181 C 6.17411 4.62083 -4.26024  C182 1.515, H188 1.121, H189 1.090, H190 1.120
182 C 5.56062 3.26883 -4.56100  C181 1.515, N183 1.450, H191 1.067, H192 1.134
183 N 6.25643 2.17583 -3.91070  C182 1.450, C184 1.494, C186 1.442
184 C 7.59749 1.97039 -4.53747  N183 1.494, C185 1.512, H193 1.119, H194 1.126
185 C 8.52645 1.09435 -3.72756  C184 1.512, H195 1.053, H196 1.102, H197 1.105
186 C 5.59885 0.89532 -3.83277  N183 1.442, C187 1.505, H198 1.101, H199 1.107
187 C 4.16231 0.97486 -3.39188  C186 1.505, H200 1.092, H201 1.071, H202 1.128
188 H 7.18974 4.76537 -4.71250  C181 1.121
189 H 6.23177 4.74642 -3.17874  C181 1.090
190 H 5.60330 5.46848 -4.71945  C181 1.120
191 H 4.54181 3.28883 -4.24567  C182 1.067
192 H 5.53013 3.13924 -5.68738  C182 1.134
193 H 7.36188 1.48977 -5.52020  C184 1.119
194 H 8.09847 2.96127 -4.72511  C184 1.126
195 H 8.30542 0.06517 -3.70004  C185 1.053
196 H 9.55997 1.32125 -4.03692  C185 1.102
197 H 8.47890 1.41584 -2.67161  C185 1.105
198 H 6.16423 0.24005 -3.15154  C186 1.101
199 H 5.66278 0.43934 -4.83903  C186 1.107
200 H 3.84150 -0.05671 -3.23308  C187 1.092
201 H 3.51086 1.43878 -4.10374  C187 1.071
202 H 4.04863 1.42153 -2.36240  C187 1.128

Calculated values
* calculated total energy: -909029.1236 eV
* orbital gap: 8.37 eV
* LUMO: 0.27 eV
* net charge: 0
* 2S+1: 1

Löwdin atomic charge list, values in e, 2 entries: number 1, Br, carries 0.675; number 2, C, carries -0.698